Density functional theory data (wB97M-V/def2-TZVPD) for 15 unconnected molecules or ions with the total composition C46H118N4O15 in a non-equilibrium geometry.

Results
E_LUMO = 0.3 eV
Calculated total energy = -3170.70289 Ha
Frontier orbital gap = 0.31447 Ha

Atoms and positions in Å:
C 0.45 -3.89 -2.88
O 0.90 -3.55 -1.55
H 0.25 -2.92 -3.34
H 1.23 -4.32 -3.50
H -0.45 -4.50 -2.81
H 1.19 -4.39 -1.18
C 4.31 -1.30 0.61
O 5.15 -2.31 0.11
H 4.25 -0.43 -0.06
H 3.30 -1.70 0.74
H 4.66 -0.97 1.58
H 4.79 -2.73 -0.67
C -1.43 -1.79 -5.49
O -0.89 -2.78 -6.37
H -0.71 -1.55 -4.71
H -1.56 -0.90 -6.12
H -2.40 -2.06 -5.07
H -1.30 -2.67 -7.22
C -5.40 2.35 0.86
O -6.49 3.23 0.79
H -5.63 1.48 0.26
H -4.55 2.90 0.43
H -5.00 2.03 1.84
H -6.31 4.09 1.17
C -7.63 -0.06 -1.35
O -6.77 -1.17 -1.22
H -7.60 0.64 -0.51
H -7.44 0.53 -2.24
H -8.69 -0.34 -1.46
H -6.72 -1.32 -0.27
C -3.22 5.44 -1.92
O -4.34 5.53 -2.81
H -2.26 5.52 -2.44
H -3.33 6.32 -1.26
H -3.25 4.53 -1.33
H -4.12 6.23 -3.43
C -1.98 0.12 5.31
O -2.06 0.01 6.71
H -2.73 0.80 4.89
H -1.02 0.56 5.05
H -2.15 -0.83 4.78
H -2.93 -0.26 7.00
C -7.19 -2.75 2.27
O -7.56 -1.56 1.57
H -7.78 -2.83 3.18
H -7.37 -3.64 1.67
H -6.16 -2.73 2.61
H -8.52 -1.59 1.49
C -5.39 -4.15 -1.02
O -5.96 -5.45 -1.15
H -4.30 -4.23 -1.11
H -5.71 -3.54 -1.88
H -5.67 -3.69 -0.08
H -5.82 -5.81 -2.02
C -2.13 2.03 -5.32
O -2.01 1.92 -6.74
H -1.12 1.91 -4.90
H -2.47 3.03 -5.03
H -2.76 1.23 -4.95
H -1.70 2.75 -7.11
O -3.84 -0.84 -2.57
H -4.54 -1.00 -1.93
H -3.02 -0.77 -2.04
C -0.89 -1.65 1.60
C -2.08 -1.01 0.88
C -2.44 0.33 1.58
C -1.36 1.41 1.48
C -1.08 1.66 0.01
C -0.70 0.39 -0.77
N -1.74 -0.64 -0.51
O -1.59 -1.82 -1.29
C -0.82 0.79 -2.24
C 0.79 0.04 -0.49
C -3.34 -1.87 0.89
H -0.11 -0.96 1.91
H -0.39 -2.38 0.95
H -1.16 -2.28 2.45
H -3.36 0.70 1.13
H -2.61 0.20 2.65
H -0.46 1.06 1.99
H -1.75 2.31 1.96
H -0.22 2.33 0.03
H -1.99 2.14 -0.36
H -1.85 0.82 -2.59
H -0.45 1.79 -2.46
H -0.41 0.01 -2.90
H 0.84 -1.04 -0.71
H 1.49 0.57 -1.13
H 1.04 0.12 0.56
H -3.54 -2.15 1.93
H -3.11 -2.78 0.35
H -4.13 -1.33 0.38
H -0.74 -2.18 -0.97
C 4.70 1.13 -3.35
C 5.39 2.46 -3.08
C 5.68 3.17 -4.42
C 4.45 3.73 -5.12
C 3.79 4.70 -4.12
C 3.59 4.26 -2.68
N 4.65 3.35 -2.18
O 4.45 2.76 -0.93
C 3.66 5.59 -1.86
C 2.20 3.63 -2.57
C 6.79 2.21 -2.49
H 5.13 0.58 -4.19
H 3.66 1.20 -3.69
H 4.63 0.48 -2.47
H 6.47 3.90 -4.25
H 6.05 2.44 -5.15
H 3.77 2.93 -5.44
H 4.66 4.32 -6.02
H 2.89 5.14 -4.56
H 4.44 5.58 -4.19
H 4.62 6.05 -2.08
H 2.81 6.25 -2.01
H 3.65 5.34 -0.79
H 1.96 3.29 -1.56
H 1.47 4.38 -2.87
H 2.12 2.73 -3.18
H 7.44 1.77 -3.25
H 6.65 1.44 -1.73
H 7.27 3.11 -2.09
H 5.04 3.27 -0.36
C -0.90 -7.71 0.93
C -0.86 -6.17 0.88
C -1.54 -5.58 2.12
C -0.66 -5.54 3.38
C 0.69 -4.89 3.13
C 1.44 -5.59 1.98
N 0.52 -5.63 0.84
O 1.18 -6.03 -0.35
C 2.59 -4.67 1.62
C 1.93 -6.98 2.39
C -1.61 -5.69 -0.36
H -0.69 -8.11 1.92
H -0.22 -8.18 0.21
H -1.88 -8.01 0.56
H -1.83 -4.55 1.88
H -2.43 -6.18 2.34
H -0.59 -6.49 3.92
H -1.16 -4.86 4.08
H 1.27 -4.89 4.06
H 0.55 -3.83 2.88
H 2.23 -3.68 1.31
H 3.34 -4.48 2.39
H 3.19 -4.99 0.76
H 1.10 -7.55 2.83
H 2.34 -7.58 1.58
H 2.72 -7.00 3.14
H -2.66 -5.94 -0.23
H -1.35 -6.23 -1.28
H -1.44 -4.64 -0.59
H 1.42 -6.96 -0.21
C 4.57 5.84 3.19
C 3.32 4.91 3.28
C 2.94 4.66 1.80
C 1.98 3.48 1.63
C 2.53 2.24 2.32
C 2.94 2.44 3.78
N 3.71 3.66 3.94
O 4.20 3.89 5.24
C 1.71 2.41 4.72
C 3.79 1.21 4.15
C 2.19 5.67 3.99
H 4.91 6.09 4.19
H 4.27 6.78 2.73
H 5.31 5.28 2.62
H 2.49 5.56 1.38
H 3.84 4.45 1.23
H 1.78 3.31 0.57
H 0.99 3.77 2.00
H 3.39 2.05 1.66
H 2.00 1.31 2.12
H 0.94 3.13 4.40
H 1.24 1.43 4.69
H 2.00 2.75 5.71
H 3.87 1.13 5.24
H 3.49 0.25 3.72
H 4.83 1.42 3.87
H 2.42 5.78 5.05
H 1.22 5.18 3.85
H 2.10 6.69 3.63
H 3.42 4.18 5.75

Atom charges from the Löwdin analysis, given in e for atoms 1 to 99:
1 C -0.114
2 O -0.157
3 H 0.058
4 H 0.086
5 H 0.076
6 H 0.033
7 C -0.158
8 O -0.116
9 H 0.065
10 H 0.059
11 H 0.075
12 H 0.074
13 C -0.141
14 O -0.129
15 H 0.049
16 H 0.072
17 H 0.082
18 H 0.066
19 C -0.168
20 O -0.108
21 H 0.067
22 H 0.069
23 H 0.072
24 H 0.075
25 C -0.163
26 O -0.135
27 H 0.066
28 H 0.085
29 H 0.076
30 H 0.034
31 C -0.149
32 O -0.128
33 H 0.072
34 H 0.076
35 H 0.059
36 H 0.068
37 C -0.186
38 O -0.102
39 H 0.075
40 H 0.067
41 H 0.071
42 H 0.078
43 C -0.138
44 O -0.125
45 H 0.080
46 H 0.080
47 H 0.072
48 H 0.092
49 C -0.150
50 O -0.123
51 H 0.064
52 H 0.080
53 H 0.057
54 H 0.071
55 C -0.154
56 O -0.131
57 H 0.064
58 H 0.078
59 H 0.076
60 H 0.067
61 O -0.076
62 H -0.005
63 H -0.010
64 C -0.011
65 C -0.476
66 C -0.125
67 C -0.172
68 C -0.126
69 C -0.465
70 N -0.095
71 O -0.037
72 C -0.042
73 C 0.003
74 C -0.010
75 H 0.068
76 H 0.078
77 H 0.075
78 H 0.091
79 H 0.097
80 H 0.085
81 H 0.115
82 H 0.102
83 H 0.117
84 H 0.074
85 H 0.079
86 H 0.082
87 H 0.068
88 H 0.086
89 H 0.049
90 H 0.089
91 H 0.065
92 H 0.081
93 H 0.054
94 C -0.026
95 C -0.511
96 C -0.149
97 C -0.169
98 C -0.158
99 C -0.484